Record 1
# H14O7

7 unconnected molecules or ions with the total composition H14O7 (ωB97M-V/def2-TZVPD, the OMol25 dataset).

The SMILES is O.O.O.O.O.O.O. The max |F| is 0.00688 Eh/bohr. The value obtained for the total energy is -14559.1893 eV. The energy above the lowest of the compared OMol25 structures with the same formula, charge and spin comes out at 52.4 kcal/mol. As for the spin multiplicity: 1. The molecular weight comes out at 126.10 g mol⁻¹.

Element x y z (Å)
H: -2.910 0.985 -3.078
H: 0.082 -0.906 -0.212
H: -1.973 -3.339 -2.984
H: -2.705 -2.128 1.102
H: -0.975 2.870 -0.696
O: -2.335 -1.948 1.966
H: -1.347 -3.358 -4.362
H: -2.795 -0.450 -2.611
H: 2.520 0.357 4.127
O: -1.900 -2.826 -3.789
H: 4.514 1.935 0.759
O: -0.697 3.559 -1.300
O: 2.942 -0.036 4.891
O: -3.431 0.250 -2.756
O: 0.344 -0.044 0.111
H: 1.229 -0.174 0.451
H: 5.309 0.841 1.439
H: 2.280 0.007 5.581
O: 5.253 1.792 1.351
H: -1.957 -1.072 1.888
H: -1.448 3.686 -1.880

---

Record 2
# C23H34As3BrN2O6W

A molecular structure, C23H34As3BrN2O6W (ωB97M-V/def2-TZVPD, the OMol25 dataset).

As for the total charge: +2. The max |F| is 0.08948 Eh/bohr. The value obtained for the total energy is -294037.7872 eV. The energy above the lowest of the compared OMol25 structures with the same formula, charge and spin comes out at 0.0 kcal/mol. As for the spin multiplicity: 1. The molecular weight comes out at 923.04 g mol⁻¹.

Element x y z (Å)
C: 1.231 -3.232 -2.237
H: 3.161 2.418 6.117
H: -0.021 -0.077 -2.765
C: -3.248 -1.537 0.250
O: 0.683 4.785 2.105
C: 0.425 -1.022 2.480
O: 2.931 1.529 5.814
C: 0.379 -1.060 -3.048
As: 1.333 0.797 -0.369
H: -4.394 5.815 -1.870
C: -2.362 2.286 -0.383
H: 3.114 -3.679 0.726
H: -2.145 5.362 -2.648
C: 1.709 0.258 4.275
H: 2.354 -5.140 1.348
H: 2.939 0.161 1.527
H: -3.020 -1.389 -2.852
C: 2.123 1.519 4.755
H: 3.020 1.236 -2.316
C: -2.889 -0.393 -2.411
C: -0.719 -2.143 -1.100
C: 0.627 -1.888 -1.783
C: 2.183 -4.239 0.760
H: -0.675 -5.767 -1.634
H: 2.177 -3.024 -2.740
H: 3.879 0.636 0.100
C: 2.117 1.741 -1.951
C: 0.390 3.616 2.079
H: 3.130 1.880 1.125
H: 0.041 -6.637 -0.284
H: 2.044 -0.642 4.761
C: -1.201 3.597 -1.911
C: 1.632 -1.154 -0.880
H: -0.568 -2.632 -0.132
O: -4.484 5.034 -1.303
O: -0.376 -0.674 1.439
H: -0.350 -1.554 -3.689
C: -3.453 3.126 -0.448
H: -2.871 -1.862 1.223
H: -3.546 -2.414 -0.340
C: 2.995 0.878 0.705
H: 1.960 3.658 4.413
H: -0.280 3.751 -2.460
C: -0.125 -5.645 -0.704
H: -4.133 -0.916 0.420
O: -0.412 3.053 1.120
C: -3.419 4.260 -1.289
As: 1.623 -4.807 -1.036
H: -1.328 -2.803 -1.734
H: -2.407 0.257 -3.140
C: 0.882 0.186 3.179
Br: -2.691 1.005 2.502
H: -3.878 0.016 -2.193
O: 0.765 -2.170 2.666
C: -2.246 4.488 -2.021
H: 1.410 -3.663 1.265
C: 1.681 2.671 4.082
N: -1.253 2.493 -1.145
H: 1.303 -0.919 -3.603
H: -0.715 -5.071 0.007
H: 2.398 2.747 -1.620
C: 0.865 2.548 2.971
H: 1.709 -1.683 0.077
H: 2.628 -1.175 -1.348
W: -0.837 1.265 0.896
N: 0.441 1.316 2.498
As: -1.867 -0.490 -0.683
H: 1.400 1.829 -2.768
H: 0.568 -3.666 -2.989
H: -4.342 2.950 0.145

---

Record 3
# CH14O6

6 unconnected molecules or ions with the total composition CH14O6 (ωB97M-V/def2-TZVPD, the OMol25 dataset).

The SMILES is CO.O.O.O.O.O. The max |F| is 0.07268 Eh/bohr. The value obtained for the total energy is -13548.1274 eV. The energy above the lowest of the compared OMol25 structures with the same formula, charge and spin comes out at 35.4 kcal/mol. As for the spin multiplicity: 1. The molecular weight comes out at 122.12 g mol⁻¹.

Element x y z (Å)
H: -0.445 1.622 -0.426
H: -1.915 -0.613 0.061
H: -0.532 0.484 -2.332
H: 1.762 0.424 -3.553
O: -1.218 1.008 -1.891
H: -0.317 -0.102 1.866
H: -1.381 -2.469 0.218
O: 1.380 -1.378 -0.640
H: 1.327 -0.701 -2.534
H: -2.423 -1.704 1.548
O: -0.402 -1.091 1.556
H: 1.011 2.372 0.419
O: 0.269 1.684 0.324
C: -1.602 -1.439 0.809
H: 1.878 -2.190 -0.371
H: -1.871 1.074 -2.600
O: 0.194 1.106 3.494
O: 1.087 -0.236 -3.347
H: 0.679 1.416 2.595
H: 0.721 1.562 4.225
H: 0.650 -1.278 0.061

---

Record 4
# C56H60InN10O3

A molecular structure, C56H60InN10O3 (ωB97M-V/def2-TZVPD, the OMol25 dataset).

As for the total charge: -1. The max |F| is 0.03406 Eh/bohr. The value obtained for the total energy is -85258.7299 eV. As for the spin multiplicity: 1. The molecular weight comes out at 1035.98 g mol⁻¹.

Element x y z (Å)
H: 0.679 -0.104 2.813
H: 3.594 2.457 4.941
H: 0.966 -8.334 2.892
C: -2.098 1.983 5.100
H: -3.224 6.050 -2.358
H: -5.033 -3.340 -9.915
N: -1.822 7.474 -2.817
H: 6.278 1.682 0.331
C: 9.723 1.883 -0.129
H: -5.182 8.902 -3.059
C: -1.340 -10.952 1.311
H: -5.683 -5.326 -5.513
H: 7.683 3.416 1.856
H: 0.777 5.186 -1.093
C: 0.534 -1.174 2.791
H: -3.371 -2.837 -8.130
H: 4.594 3.123 -0.791
H: 5.837 2.021 3.953
C: -2.934 -12.122 3.159
C: -2.429 -10.836 3.295
C: -4.745 2.002 -1.291
C: -2.705 1.205 -0.683
C: 4.306 2.164 -0.371
H: 1.495 2.647 4.103
H: -0.538 -1.298 -1.718
N: -2.227 -2.856 -4.178
N: 6.027 3.876 3.106
C: -7.168 8.295 -0.396
H: -4.913 3.004 -3.185
H: -0.154 -8.308 5.229
C: -5.493 8.639 -2.057
H: -1.510 -12.765 0.166
C: 1.340 -3.622 0.893
H: 3.805 6.398 3.252
C: 0.129 -3.258 -4.382
N: -6.200 -4.551 -8.747
C: -0.538 7.819 -2.738
H: 9.798 3.805 3.147
H: -6.370 7.689 1.510
H: -1.062 1.497 -2.036
N: 0.259 1.772 5.474
H: 5.527 -0.514 1.277
C: 0.231 -1.626 1.400
H: 0.934 -3.733 -4.925
H: -3.702 -3.849 -5.872
C: 2.636 0.676 0.022
C: 0.127 -7.704 3.190
C: -2.174 6.307 -2.277
C: -4.551 8.288 -1.101
H: -2.660 -10.238 4.172
H: 1.592 0.408 -0.074
C: 8.640 3.046 1.504
N: 3.018 1.847 -0.497
C: 10.949 2.037 0.503
C: 9.812 3.254 2.216
N: 8.586 2.377 0.355
C: 5.461 5.068 2.922
C: -2.913 2.314 -2.777
H: 6.035 5.773 2.329
H: 11.928 2.877 2.224
H: 0.762 -5.218 -0.267
H: 11.846 1.616 0.070
C: -0.564 2.974 3.569
H: 2.107 -5.572 0.842
C: 4.826 0.145 0.780
In: -0.474 -5.818 2.139
H: -5.790 2.122 -1.027
H: -1.962 -6.118 1.204
H: -3.500 8.274 -1.344
C: -0.597 -8.060 4.266
H: 1.384 -1.702 3.208
H: 1.463 7.367 -2.100
H: -0.698 -10.445 0.597
C: -1.871 2.718 3.948
C: -1.968 -2.121 -3.097
C: 0.459 2.478 4.363
C: -1.282 5.454 -1.647
C: -4.257 2.494 -2.493
C: -1.003 1.537 5.825
C: -2.607 -12.839 2.020
C: -1.791 -12.243 1.072
H: -0.340 3.541 2.676
C: -6.362 -5.086 -7.537
H: -0.805 -4.612 3.413
C: 0.433 7.037 -2.133
C: -6.829 8.641 -1.694
N: -4.860 7.955 0.153
H: -7.232 -5.723 -7.422
C: 5.350 2.982 3.822
H: -2.112 0.686 0.063
H: -2.699 3.083 3.354
O: 0.003 -0.844 0.509
C: -4.215 -3.483 -7.928
C: 0.050 5.828 -1.575
C: 3.488 -0.203 0.667
C: 10.990 2.738 1.700
H: -1.622 4.518 -1.226
H: 1.388 -2.344 -2.898
C: 3.529 4.467 4.168
C: -6.149 7.964 0.484
H: -0.326 -1.439 3.406
H: -1.680 -8.038 4.180
C: -0.692 -1.904 -2.599
C: -5.499 -4.866 -6.475
N: -3.996 1.366 -0.393
H: -8.200 8.282 -0.071
O: 0.170 -2.976 1.230
C: 0.377 -2.487 -3.258
H: -1.420 -4.002 -5.677
C: -2.117 1.657 -1.855
C: 4.219 5.416 3.432
C: -5.140 -3.764 -8.922
H: 9.642 1.340 -1.064
C: 1.155 -5.071 0.737
H: -2.980 -13.845 1.873
C: 4.102 3.224 4.372
C: 5.248 1.357 0.253
H: -2.833 -1.686 -2.609
H: 3.098 -1.133 1.061
C: -4.401 -4.047 -6.676
H: 2.553 4.695 4.579
H: -7.595 8.907 -2.411
O: 2.395 -3.028 0.784
N: -1.646 -10.251 2.397
C: -1.184 -3.408 -4.799
H: -3.567 -12.549 3.927
H: -0.282 8.774 -3.185
H: -1.136 0.960 6.733
H: -3.103 1.758 5.431
H: -2.490 2.683 -3.703

---

Record 5
# C21H14Co2O9

A molecular structure, C21H14Co2O9 (ωB97M-V/def2-TZVPD, the OMol25 dataset).

As for the total charge: -2. The max |F| is 0.11429 Eh/bohr. The value obtained for the total energy is -115679.2023 eV. The energy above the lowest of the compared OMol25 structures with the same formula, charge and spin comes out at 107.5 kcal/mol. As for the spin multiplicity: 1. The molecular weight comes out at 528.20 g mol⁻¹.

Element x y z (Å)
C: -1.840 2.907 0.027
O: 1.798 0.163 -3.605
C: -0.167 -2.455 -3.265
H: -2.037 -2.436 -2.251
H: 0.096 -2.230 1.831
H: -0.011 -2.502 -4.352
C: -0.060 0.443 1.368
O: -1.795 -2.459 0.290
O: -2.188 3.938 -0.380
H: 2.094 -2.016 5.602
O: 2.800 -1.054 -0.507
O: 3.082 1.741 -1.851
C: -1.495 -0.414 -2.303
H: -2.081 -1.745 -3.870
Co: -1.485 1.379 0.801
C: 1.641 -0.100 4.668
C: 1.646 -1.500 4.749
H: -0.989 2.394 -2.208
C: 1.070 0.555 3.575
C: 2.087 1.468 -1.276
H: 2.139 2.187 0.722
H: 1.075 3.159 -0.406
C: 0.516 -0.208 2.533
H: 2.113 0.490 5.447
C: 1.075 -2.251 3.727
H: 1.102 1.643 3.481
O: -2.578 0.113 -1.988
C: 0.520 -1.615 2.625
O: 0.991 -1.758 -2.720
C: -1.489 -1.795 -2.947
H: -0.767 1.613 -3.779
C: -1.057 -1.601 0.014
C: 1.695 -0.709 -0.538
H: 1.069 -3.343 3.728
C: 1.381 2.140 -0.108
C: 0.235 1.401 0.375
O: -2.329 2.146 3.479
C: -1.962 1.869 2.414
C: -2.944 0.321 0.387
C: -0.169 0.375 -2.221
O: -3.991 -0.151 0.549
C: 0.981 -0.381 -2.894
H: 0.668 2.228 -2.903
Co: -0.021 -0.238 -0.372
C: -0.311 1.762 -2.789
H: -0.110 -3.471 -2.860

---

Record 6
# C3H6NP

C3H6NP in the gas phase (ωB97M-V/def2-TZVPD, the OMol25 dataset).

The SMILES is CPCC#N. The max |F| is 0.07981 Eh/bohr. The value obtained for the total energy is -13985.3193 eV. The energy above the lowest of the compared OMol25 structures with the same formula, charge and spin comes out at 11.7 kcal/mol. As for the spin multiplicity: 1. The molecular weight comes out at 87.06 g mol⁻¹.

Element x y z (Å)
P: -0.571 1.076 0.294
C: 1.431 0.748 1.058
N: 1.200 -1.177 2.685
H: -1.442 0.690 1.309
H: -0.311 -1.251 -0.606
C: 1.300 -0.317 1.944
C: -0.955 -0.391 -0.865
H: -1.954 -0.698 -0.971
H: 2.144 0.500 0.306
H: -0.681 -0.219 -1.900
H: 1.444 1.681 1.661

---

Record 7
# C4H6S3

C4H6S3 in the gas phase (ωB97M-V/def2-TZVPD, the OMol25 dataset).

The SMILES is C1=CSCSCS1. The max |F| is 0.06161 Eh/bohr. The value obtained for the total energy is -36750.0545 eV. The energy above the lowest of the compared OMol25 structures with the same formula, charge and spin comes out at 4.7 kcal/mol. As for the spin multiplicity: 1. The molecular weight comes out at 150.29 g mol⁻¹.

Element x y z (Å)
H: 0.429 -0.710 1.615
C: -1.359 -0.700 -0.806
H: -0.327 2.732 0.287
C: 0.815 -1.312 0.792
H: 1.431 -2.078 1.307
H: -2.351 -0.967 -1.196
H: -0.763 -0.437 -1.685
C: -0.181 1.668 0.092
S: 1.824 -0.287 -0.293
S: -1.685 0.718 0.267
S: -0.621 -2.129 -0.013
C: 1.044 1.335 -0.128
H: 1.744 2.165 -0.240

---

Record 8
# C32H38N7O4S3Ta

A molecular structure, C32H38N7O4S3Ta (ωB97M-V/def2-TZVPD, the OMol25 dataset).

As for the total charge: +4. The max |F| is 0.02075 Eh/bohr. The value obtained for the total energy is -86444.5830 eV. As for the spin multiplicity: 1. The molecular weight comes out at 861.85 g mol⁻¹.

Element x y z (Å)
H: -3.190 0.409 -2.150
C: -2.382 -0.428 -5.370
S: 2.715 -0.899 -0.447
C: -0.343 -2.524 -1.808
C: 2.138 2.669 1.978
H: 1.494 2.399 -3.815
H: -3.031 0.218 -5.957
H: 0.868 -4.170 2.709
C: -2.415 -1.333 0.941
H: 0.486 -3.962 -3.153
C: -0.427 3.494 -0.752
H: 4.080 2.104 2.530
H: -0.118 -0.121 3.572
C: 0.445 3.002 4.878
C: 1.269 1.347 -3.979
C: 2.526 -2.431 0.358
H: 2.214 2.680 0.888
O: -0.063 1.184 1.452
H: -1.429 -0.561 -5.868
H: 4.172 -5.365 0.242
C: -0.023 0.358 5.671
H: 0.160 -1.701 -2.298
H: 4.153 -3.168 -0.881
C: -1.046 0.615 -3.604
C: -1.606 4.101 -0.420
C: 3.450 -3.377 -0.080
H: -0.655 -5.894 -2.127
H: -2.750 0.585 1.525
H: 1.497 0.776 -3.087
H: 2.899 1.669 3.731
H: -3.424 -1.192 -2.907
C: 1.583 -2.681 1.350
N: -2.186 0.112 -4.000
H: 3.594 -0.398 2.784
H: 1.885 0.978 -4.796
C: 3.455 -4.614 0.548
C: -1.834 -3.434 -0.170
H: -1.553 2.128 -5.653
H: 0.538 3.451 6.967
H: -0.236 1.263 -6.494
C: 1.588 -3.934 1.935
C: 0.168 1.360 6.616
N: -3.790 3.387 0.223
C: -3.320 -0.122 -3.088
C: -0.807 -4.901 -1.724
H: -4.224 0.241 -3.572
H: 4.603 -0.327 0.666
H: -3.585 -0.623 2.441
N: -1.500 -1.109 -0.036
C: -1.181 -2.340 -0.715
N: 0.356 2.635 -0.920
C: 0.277 1.972 3.955
C: 2.526 -4.890 1.543
H: 2.004 -0.123 2.143
H: 0.864 -1.932 1.657
H: 2.526 -5.863 2.017
H: 2.310 3.700 2.306
N: -0.147 1.204 -4.357
O: -2.211 1.810 -0.140
H: 0.125 1.118 7.671
C: -2.560 3.076 -0.104
H: -4.481 2.678 0.415
C: 3.612 0.142 0.701
N: -2.096 6.616 -0.217
C: -0.161 -3.809 -2.299
C: -1.665 -4.722 -0.652
O: -0.779 0.526 -2.273
H: 0.603 4.034 4.574
H: -2.854 -1.402 -5.257
C: -1.879 5.491 -0.322
C: -0.497 1.877 -5.636
C: 0.029 0.652 4.315
H: -0.212 -0.659 5.995
O: 1.269 -0.192 -0.425
C: 3.078 1.685 2.656
H: -2.192 -5.561 -0.212
N: -2.902 -0.390 1.735
C: 3.028 0.250 2.118
C: 0.402 2.675 6.224
H: -4.089 4.356 0.238
H: 3.708 1.099 0.178
H: 0.080 2.798 -5.671
S: -2.888 -2.961 1.139
Ta: -0.413 0.700 -0.435
S: 0.364 2.489 2.283

---

Record 9
# FHN2O2S

FHN2O2S in the gas phase (ωB97M-V/def2-TZVPD, the OMol25 dataset).

The max |F| is 0.09756 Eh/bohr. The value obtained for the total energy is -20637.0025 eV. The energy above the lowest of the compared OMol25 structures with the same formula, charge and spin comes out at 91.6 kcal/mol. As for the spin multiplicity: 1. The molecular weight comes out at 112.08 g mol⁻¹.

Element x y z (Å)
N: 1.110 0.323 -0.062
S: -1.708 0.842 -0.027
H: -1.440 -0.112 1.155
O: -1.732 -0.036 -1.161
F: 2.387 -1.390 -0.042
N: 1.161 -0.809 0.377
O: 0.223 1.182 -0.240

---

Record 10
# C3H5N2O3P

C3H5N2O3P in the gas phase (ωB97M-V/def2-TZVPD, the OMol25 dataset).

The SMILES is O=P(O)(O)n1ccnc1. The max |F| is 0.07984 Eh/bohr. The value obtained for the total energy is -21605.3890 eV. The energy above the lowest of the compared OMol25 structures with the same formula, charge and spin comes out at 3.9 kcal/mol. As for the spin multiplicity: 1. The molecular weight comes out at 148.06 g mol⁻¹.

Element x y z (Å)
C: -0.316 1.006 -2.250
H: -2.132 -0.748 -0.248
O: -0.414 -1.862 1.531
P: 0.322 -0.495 1.294
H: 1.498 1.329 -1.041
C: 0.526 0.915 -1.158
N: -0.161 0.150 -0.228
C: -1.414 -0.156 -0.751
H: 2.037 0.258 1.707
H: -0.193 -2.039 2.431
H: -0.086 1.610 -3.149
O: 1.861 -0.617 1.345
O: 0.002 0.297 2.503
N: -1.531 0.353 -1.987